C10H15N2O3Rh as an isolated structure in a non-equilibrium geometry. Source: OMol25; level of theory: ωB97M-V with the def2-TZVPD basis set.

The geometry in XYZ format:
```
31
Properties=species:S:1:pos:R:3
Rh -0.374 -0.037 -0.199
N -0.248 2.291 0.086
C -0.490 2.422 1.531
C 0.422 1.442 2.294
O 1.155 1.805 3.193
N 0.284 0.173 1.847
C 1.180 -0.816 2.244
C 2.184 -1.119 0.943
O 3.296 -1.440 1.248
O 1.600 -0.963 -0.136
H 0.678 2.651 -0.144
H -0.941 2.811 -0.449
H -1.529 2.150 1.737
H -0.295 3.434 1.905
H 0.703 -1.790 2.381
H 1.807 -0.532 3.095
C -5.695 -0.735 -1.378
C -4.896 -0.213 -0.180
C -5.110 1.300 -0.019
C -5.334 -0.931 1.104
C -3.470 -0.439 -0.380
C -2.261 -0.524 -0.534
H -6.756 -0.562 -1.215
H -5.528 -1.802 -1.508
H -5.394 -0.228 -2.292
H -6.168 1.509 0.125
H -4.764 1.831 -0.903
H -4.560 1.669 0.845
H -6.400 -0.777 1.262
H -4.792 -0.541 1.965
H -5.136 -1.998 1.031
```

Values from the calculation:
**Total charge**: 0
**Strongest force on any atom**: 0.1065 Eh/bohr
**Highest occupied orbital energy (alpha / beta)**: -8.31 / -8.34 eV
**Calculated total energy**: -22739.3037 eV
**Relative energy (zero: lowest compared OMol25 entry of this formula, charge and spin)**: 249.8 kJ/mol

Atom charges from the Mulliken analysis, given in e for atoms 1 to 5: Rh 0.49; N -0.46; C -0.19; C 0.53; O -0.62